Entry A
Entry from OMol25: 11 unconnected molecules or ions with the total composition H20NO13 (wB97M-V/def2-TZVPD).

total charge	-1
frontier orbital gap	9.58	eV
highest occupied orbital energy	-6.940	eV
spin multiplicity	1

Each line ends with the Löwdin charge.
Element x y z (Å)
N: 0.425 0.221 -0.158  -0.48
O: 0.421 1.101 0.771  -0.07
O: -0.624 0.126 -0.875  0.00
O: 1.350 -0.632 -0.092  -0.04
O: -3.864 -0.130 -2.205  -0.13
H: -4.325 -0.204 -1.350  0.03
H: -3.150 0.618 -2.275  0.04
O: 1.127 3.399 -0.957  -0.13
H: 0.696 2.905 -1.767  0.07
H: 0.665 2.788 -0.294  0.02
O: 3.286 -2.414 1.452  -0.11
H: 2.626 -1.635 1.299  0.05
H: 3.301 -2.491 2.420  0.02
O: -1.996 0.939 1.979  -0.04
H: -1.282 1.126 1.466  -0.07
H: -1.838 0.772 2.941  0.09
O: 3.616 0.520 -1.281  -0.05
H: 3.381 1.510 -1.009  0.11
H: 2.944 0.117 -0.916  -0.14
O: -0.198 -2.165 -2.579  0.00
H: -0.045 -1.511 -1.943  -0.05
H: 0.684 -2.182 -2.824  0.00
O: -2.249 2.433 -2.181  -0.09
H: -2.505 3.116 -1.507  0.08
H: -1.292 2.177 -2.056  0.03
O: -2.530 -1.538 1.049  -0.12
H: -2.313 -0.631 1.038  -0.07
H: -1.801 -1.920 0.419  0.03
O: -0.556 -3.130 0.081  0.00
H: -0.867 -3.547 -0.660  0.00
H: 0.299 -2.782 -0.094  0.02
O: 2.500 1.053 3.865  -0.05
H: 2.367 1.128 4.861  0.07
H: 1.747 0.865 3.383  -0.03

Entry B
Entry from OMol25: a molecular structure, H20NO13 (wB97M-V/def2-TZVPD).

total charge	-1
frontier orbital gap	6.29	eV
highest occupied orbital energy	-5.441	eV
spin multiplicity	1

Each line ends with the Löwdin charge.
Element x y z (Å)
N: -18.452 5.187 -19.768  -0.23
O: -17.351 5.688 -19.557  0.12
O: -18.960 4.681 -18.800  0.05
O: -18.919 5.263 -20.895  0.03
O: -17.902 4.237 -17.286  0.07
H: -18.129 4.574 -18.153  -0.18
H: -17.187 3.622 -17.447  0.12
O: -17.096 7.069 -18.112  0.00
H: -17.318 6.380 -18.738  -0.25
H: -17.398 6.735 -17.268  0.04
O: -19.063 3.268 -22.295  -0.04
H: -19.130 3.918 -21.596  -0.04
H: -18.241 2.810 -22.119  0.04
O: -15.598 4.779 -20.016  -0.01
H: -15.103 5.361 -19.440  0.04
H: -16.507 5.062 -19.920  -0.20
O: -21.043 4.886 -18.324  -0.05
H: -20.228 4.680 -18.781  -0.09
H: -21.500 5.491 -18.908  0.06
O: -19.964 6.951 -18.972  0.01
H: -19.955 7.710 -18.389  0.08
H: -19.049 6.831 -19.224  0.03
O: -19.675 3.973 -16.544  -0.08
H: -20.436 4.301 -17.023  -0.03
H: -18.967 3.976 -17.187  -0.25
O: -20.655 5.199 -22.066  -0.03
H: -20.283 5.295 -21.189  -0.04
H: -21.331 5.876 -22.114  0.05
O: -19.685 2.635 -18.867  0.01
H: -19.026 1.996 -18.595  0.06
H: -19.230 3.476 -18.840  -0.12
O: -17.851 6.159 -22.236  -0.02
H: -17.253 5.477 -22.543  0.04
H: -18.129 5.861 -21.370  -0.21

Most stable structure - entry A; separation to the second - 0.6582 hartree.

Entry A
Entry from OMol25: 2 unconnected molecules or ions with the total composition C21H21O7 (wB97M-V/def2-TZVPD).

total charge	-1
frontier orbital gap	4.78	eV
highest occupied orbital energy	-2.724	eV
spin multiplicity	1

Each line ends with the Löwdin charge.
Element x y z (Å)
C: -5.540 -2.324 2.859  -0.07
O: -5.200 -1.010 3.353  -0.09
C: -3.919 -0.602 3.174  -0.26
C: -3.554 0.639 3.757  0.00
C: -2.263 1.093 3.631  -0.01
C: -1.276 0.320 2.970  -0.19
C: 0.090 0.799 2.906  0.09
C: 1.172 0.032 3.215  -0.03
C: 2.526 0.654 3.185  -0.40
O: 2.725 1.841 3.049  0.14
O: 3.589 -0.183 3.398  0.07
C: 3.370 -1.604 3.249  -0.53
C: 3.211 -1.999 1.792  0.02
C: 4.570 -2.293 3.898  0.01
O: 2.225 -2.007 4.033  0.07
C: 1.073 -1.276 3.945  -0.40
O: 0.089 -1.694 4.512  0.12
C: -1.651 -0.918 2.399  -0.02
C: -2.955 -1.369 2.470  -0.01
H: -6.581 -2.467 3.139  0.09
H: -5.426 -2.372 1.769  0.09
H: -4.907 -3.089 3.329  0.09
H: -4.307 1.201 4.305  0.12
H: -1.943 2.036 4.081  0.13
H: 0.292 1.828 2.613  0.13
H: 2.353 -1.502 1.326  0.10
H: 4.125 -1.733 1.246  0.10
H: 3.083 -3.086 1.721  0.10
H: 4.644 -1.986 4.944  0.10
H: 4.452 -3.378 3.858  0.09
H: 5.490 -2.014 3.381  0.09
H: -0.903 -1.528 1.891  0.13
H: -3.216 -2.331 2.024  0.10
C: 5.008 2.990 -2.530  -0.11
O: 3.754 2.510 -2.002  -0.12
C: 2.996 3.423 -1.320  -0.33
C: 3.399 4.771 -1.137  -0.11
C: 2.544 5.633 -0.444  -0.16
C: 1.342 5.205 0.065  -0.07
C: 0.889 3.814 -0.060  -0.50
O: -0.178 3.392 0.447  -0.13
C: 1.788 2.960 -0.810  0.01
H: 5.465 2.132 -3.020  0.07
H: 4.846 3.799 -3.255  0.08
H: 5.657 3.355 -1.723  0.08
H: 4.352 5.126 -1.536  0.07
H: 2.858 6.669 -0.314  0.08
H: 0.689 5.888 0.601  0.08
H: 1.516 1.920 -0.957  0.09

Entry B
Entry from OMol25: a gas-phase ion, C21H21O7 (charge -1) (wB97M-V/def2-TZVPD).

total charge	-1
frontier orbital gap	7.10	eV
highest occupied orbital energy	-4.252	eV
SMILES	COc1ccc([C@H](Oc2cccc(OC)c2)C2=C([O-])OC(C)(C)OC2=O)cc1
spin multiplicity	1

Each line ends with the Löwdin charge.
Element x y z (Å)
C: -5.416 -2.201 2.905  -0.07
O: -4.927 -0.886 3.289  -0.13
C: -3.715 -0.379 2.897  -0.27
C: -3.440 0.967 3.293  -0.02
C: -2.197 1.536 3.058  -0.03
C: -1.131 0.775 2.592  -0.21
C: 0.231 1.336 2.614  -0.11
C: 1.288 0.325 2.699  -0.08
C: 2.625 0.891 2.752  -0.49
O: 2.844 2.071 2.653  0.08
O: 3.660 0.045 3.025  0.06
C: 3.357 -1.372 3.034  -0.54
C: 3.111 -1.892 1.632  0.00
C: 4.546 -2.072 3.693  0.00
O: 2.237 -1.579 3.927  0.05
C: 1.121 -0.803 3.664  -0.44
O: 0.140 -1.043 4.333  0.07
C: -1.414 -0.508 2.095  -0.02
C: -2.680 -1.109 2.240  -0.01
H: -6.429 -2.171 3.315  0.08
H: -5.450 -2.332 1.813  0.09
H: -4.847 -3.009 3.384  0.09
H: -4.217 1.469 3.885  0.11
H: -2.057 2.603 3.247  0.12
H: 0.399 2.356 3.234  0.20
H: 2.224 -1.480 1.142  0.08
H: 3.996 -1.631 1.048  0.09
H: 3.017 -2.980 1.715  0.09
H: 4.646 -1.722 4.729  0.09
H: 4.310 -3.142 3.666  0.09
H: 5.419 -1.810 3.086  0.09
H: -0.656 -1.080 1.578  0.12
H: -2.822 -2.196 1.992  0.11
C: 4.940 2.815 -2.434  -0.07
O: 3.917 2.276 -1.559  -0.12
C: 3.032 3.010 -0.810  -0.26
C: 2.916 4.457 -0.786  -0.04
C: 2.015 4.986 0.185  -0.12
C: 1.112 4.176 0.868  -0.04
C: 1.017 2.744 0.646  -0.34
O: 0.053 1.984 1.109  -0.04
C: 2.088 2.199 -0.138  0.05
H: 5.365 1.990 -3.015  0.08
H: 4.522 3.553 -3.132  0.08
H: 5.754 3.260 -1.842  0.09
H: 3.489 5.088 -1.513  0.09
H: 1.936 6.089 0.348  0.10
H: 0.363 4.552 1.615  0.11
H: 2.070 1.104 -0.341  0.13

Most stable structure - entry A; separation to the second - 0.0358 hartree.

Entry A
Entry from OMol25: C8H12O in the gas phase (wB97M-V/def2-TZVPD).

total charge	0
frontier orbital gap	10.73	eV
highest occupied orbital energy	-9.802	eV
SMILES	C#C[C@@](C)(O)C1(C)CC1
spin multiplicity	1

Each line ends with the Löwdin charge.
Element x y z (Å)
C: 2.696 -0.360 -1.377  0.15
C: 1.850 -0.181 -0.557  -0.11
C: -1.302 1.299 -0.962  -0.03
C: -1.766 0.700 0.375  -0.08
C: -0.538 0.165 -0.242  -0.44
C: -0.741 -1.124 -1.004  -0.04
C: 1.101 -0.360 1.640  -0.01
C: 0.875 0.455 0.347  -0.49
O: 1.231 1.857 0.455  0.02
H: 3.524 -0.566 -2.013  0.03
H: -1.556 1.129 -1.939  0.08
H: -0.908 2.293 -0.808  0.09
H: -1.596 1.212 1.271  0.09
H: -2.658 0.071 0.487  0.11
H: -0.170 -1.964 -0.708  0.07
H: -0.407 -0.962 -2.081  0.10
H: -1.890 -1.208 -1.145  0.12
H: 0.058 -0.702 1.933  0.10
H: 1.675 0.225 2.394  0.09
H: 1.718 -1.328 1.590  0.11
H: 0.561 2.249 -0.106  0.05

Entry B
Entry from OMol25: C8H12O in the gas phase (wB97M-V/def2-TZVPD).

total charge	0
frontier orbital gap	10.02	eV
highest occupied orbital energy	-9.175	eV
SMILES	C#C[C@@H]1[C@@H](O)[C@@H]1C(C)C
spin multiplicity	1

Each line ends with the Löwdin charge.
Element x y z (Å)
C: -0.443 0.031 2.114  -0.08
C: -1.405 -0.056 0.874  -0.32
C: -1.694 -1.615 0.850  -0.08
C: -0.731 0.457 -0.490  -0.13
C: 0.394 1.313 -0.918  -0.31
C: 0.600 -0.198 -1.074  -0.15
C: 1.594 -0.874 -0.235  -0.11
C: 2.359 -1.324 0.547  0.12
H: -0.766 0.847 2.845  0.09
H: 0.597 0.358 1.745  0.07
H: -0.383 -0.891 2.623  0.04
H: -2.291 0.530 1.061  0.11
H: -0.773 -2.092 0.577  0.05
H: -1.970 -1.976 1.869  0.09
H: -2.429 -1.824 0.036  0.08
H: -1.530 0.301 -1.279  0.15
H: 0.891 1.642 -0.064  0.13
H: -0.668 2.444 -1.946  0.10
H: 0.457 -0.628 -2.059  0.14
H: 2.987 -1.969 1.037  0.01
O: 0.229 2.108 -2.057  0.02

Most stable structure - entry B; separation to the second - 0.0088 hartree.

Entry A
Entry from OMol25: C3H7NO3 in the gas phase (wB97M-V/def2-TZVPD).

total charge	0
frontier orbital gap	10.47	eV
highest occupied orbital energy	-9.838	eV
SMILES	O=C(O)NCCO
spin multiplicity	1

Each line ends with the Löwdin charge.
Element x y z (Å)
C: -0.464 -0.090 -0.240  -0.16
C: -1.136 1.234 -0.603  -0.19
O: -2.611 0.966 -0.691  -0.07
N: 0.993 -0.097 -0.055  0.08
C: 1.774 -0.957 0.587  -0.63
O: 1.120 -1.962 1.163  0.11
O: 3.009 -0.776 0.676  0.03
H: -0.673 -0.984 -0.967  0.16
H: -0.834 -0.316 0.774  0.12
H: -0.724 1.441 -1.625  0.12
H: -0.859 2.081 -0.055  0.10
H: -2.959 1.461 0.041  0.06
H: 1.517 0.524 -0.546  0.11
H: 1.847 -2.525 1.542  0.15

Entry B
Entry from OMol25: C3H7NO3 in the gas phase (wB97M-V/def2-TZVPD).

total charge	0
frontier orbital gap	10.89	eV
highest occupied orbital energy	-10.021	eV
SMILES	NC(O)(O)[C@H]1CO1
spin multiplicity	1

Each line ends with the Löwdin charge.
Element x y z (Å)
C: 0.348 0.597 0.109  -0.64
C: -0.200 -0.779 0.365  -0.12
C: -1.064 -1.426 -0.622  -0.15
N: 1.483 0.907 0.891  0.14
O: 0.297 -1.729 -0.747  -0.06
O: 0.562 0.833 -1.216  0.06
O: -0.895 1.300 0.644  -0.02
H: 0.829 -0.046 -1.588  0.13
H: -1.203 1.895 -0.052  0.09
H: -0.117 -1.168 1.372  0.15
H: 1.856 1.818 0.652  0.10
H: 1.295 0.853 1.883  0.09
H: -1.697 -2.239 -0.278  0.12
H: -1.496 -0.817 -1.414  0.12

Entry C
Entry from OMol25: C3H7NO3 in the gas phase (wB97M-V/def2-TZVPD).

total charge	0
frontier orbital gap	10.52	eV
highest occupied orbital energy	-9.847	eV
SMILES	O=C(O)NCCO
spin multiplicity	1

Each line ends with the Löwdin charge.
Element x y z (Å)
C: -0.884 0.686 -0.241  -0.17
C: -1.576 -0.659 -0.033  -0.26
O: -2.879 -0.494 0.479  -0.06
N: 0.446 0.563 -0.793  0.08
C: 1.529 0.135 -0.107  -0.63
O: 1.278 -0.025 1.216  0.10
O: 2.610 -0.098 -0.590  0.08
H: -0.840 1.218 0.710  0.13
H: -1.482 1.301 -0.916  0.12
H: -1.026 -1.250 0.694  0.12
H: -1.573 -1.200 -0.983  0.12
H: -3.485 -0.272 -0.238  0.09
H: 0.641 0.669 -1.780  0.15
H: 2.129 -0.318 1.574  0.13

Entry D
Entry from OMol25: C3H7NO3 in the gas phase (wB97M-V/def2-TZVPD).

total charge	0
frontier orbital gap	9.77	eV
highest occupied orbital energy	-9.168	eV
SMILES	N[C@H](CO)C(=O)O
spin multiplicity	1

Each line ends with the Löwdin charge.
Element x y z (Å)
O: 2.183 1.266 0.041  0.11
C: 1.201 0.739 -0.403  -0.48
O: 0.833 0.921 -1.696  0.09
C: 0.045 0.199 0.479  -0.28
C: -1.056 -0.442 -0.351  -0.22
O: -2.208 -0.728 0.443  -0.05
N: 0.730 -0.835 1.240  0.06
H: 1.571 1.390 -2.112  0.13
H: -0.207 1.148 0.973  0.16
H: -1.279 0.173 -1.218  0.12
H: -0.639 -1.404 -0.654  0.13
H: -2.964 -0.342 -0.004  0.08
H: 0.141 -1.498 1.708  0.08
H: 1.649 -0.587 1.554  0.08

Most stable structure - entry C; separation to the second - 0.0332 hartree.

Entry A
Entry from OMol25: 2 unconnected molecules or ions with the total composition C3H7NO3 (wB97M-V/def2-TZVPD).

total charge	0
frontier orbital gap	8.98	eV
highest occupied orbital energy	-8.634	eV
SMILES	N/C=C\C(=O)O.O
spin multiplicity	1

Each line ends with the Löwdin charge.
Element x y z (Å)
C: 0.233 1.496 -0.064  -0.20
C: 1.391 0.869 -0.374  -0.03
C: 1.686 -0.526 0.002  -0.55
H: -1.485 -1.418 -0.799  0.05
H: -2.561 -1.909 0.175  0.04
H: -1.063 0.143 0.860  0.08
H: -1.607 1.741 0.239  0.10
H: 0.163 2.543 -0.355  0.11
H: 2.133 1.391 -0.981  0.11
H: 0.903 -2.167 0.635  0.15
N: -0.882 1.143 0.637  0.08
O: -2.360 -1.158 -0.401  -0.08
O: 0.613 -1.240 0.414  0.06
O: 2.836 -0.908 0.012  0.08

Entry B
Entry from OMol25: 2 unconnected molecules or ions with the total composition C3H7NO3 (wB97M-V/def2-TZVPD).

total charge	0
frontier orbital gap	11.18	eV
highest occupied orbital energy	-10.521	eV
SMILES	CC(=O)NC=O.O
spin multiplicity	1

Each line ends with the Löwdin charge.
Element x y z (Å)
O: -1.473 -1.494 0.215  0.10
C: -0.984 -0.566 -0.370  -0.49
N: 0.260 -0.072 0.095  0.12
C: 1.152 0.752 -0.537  -0.33
O: 2.238 1.025 -0.102  0.05
C: -1.621 0.118 -1.548  0.00
H: 0.495 -0.627 0.919  0.12
H: 0.712 1.251 -1.409  0.13
H: -2.687 -0.064 -1.447  0.09
H: -1.241 -0.350 -2.446  0.09
H: -1.470 1.192 -1.464  0.08
H: 1.615 0.375 2.442  0.04
H: 1.746 -1.164 2.700  0.04
O: 1.259 -0.375 2.952  -0.06

Most stable structure - entry B; separation to the second - 0.0190 hartree.